Molecular formula: C42H41AsN4P2Sc
Method: DFT, ωB97M-V/def2-TZVPD

Last column: Mulliken charge in e.
Positions of all 91 atoms, in Å:
C -0.185 -0.475 -3.950  -1.183
H -1.234 1.612 -6.225  0.349
C -2.921 -1.767 -1.269  -0.422
H 0.434 6.665 0.520  0.385
C -1.013 -7.633 -0.060  -0.755
H -1.539 -2.876 -2.607  0.660
H 4.601 3.104 3.164  0.340
C 1.626 2.940 1.656  0.304
C 1.101 1.737 -2.609  -0.679
H -2.608 4.161 5.314  0.377
N 1.309 -1.237 0.649  0.006
H -2.112 2.377 -2.243  0.214
H -1.014 -1.186 -3.951  0.470
C 2.446 5.280 1.643  -0.568
C -0.716 -6.290 0.044  0.242
C -0.745 3.444 0.670  -0.337
C -2.987 -1.142 -0.007  -0.843
H 0.735 -1.003 -3.742  0.498
C -0.102 1.333 4.337  -0.241
H 2.343 6.318 1.469  0.505
C 2.425 -2.441 2.556  -0.295
H 0.571 -8.340 -2.990  0.328
H -2.739 -1.533 2.134  0.598
H 0.575 0.503 4.131  0.330
H 4.373 5.522 2.572  0.470
H -1.825 -8.095 0.556  0.337
C -0.391 1.571 5.675  -0.838
H 2.021 1.147 -2.416  0.497
H -3.396 5.035 -0.625  0.524
C -1.865 -2.622 -1.564  -0.649
H -3.769 -0.403 0.167  0.790
C -1.337 1.090 -5.309  -0.861
H -2.741 0.937 -3.028  0.490
H -2.615 2.726 0.106  0.751
C -1.519 -2.819 0.904  0.327
H -1.071 -5.684 0.872  0.281
H 1.953 -5.836 0.864  0.484
C -1.835 3.416 5.030  -0.744
H 1.318 -5.959 -2.670  0.393
C 1.701 -2.511 1.366  1.046
C -0.586 2.160 3.307  0.572
C 0.115 -5.665 -0.894  0.247
C 3.628 4.844 2.248  -1.104
H -0.270 3.636 -5.077  0.307
H 3.366 -5.689 3.003  0.355
C -2.459 -1.814 1.158  -0.791
C -2.418 4.887 -0.227  -0.738
C 3.037 -3.566 3.176  -0.890
C -0.551 -8.355 -1.177  -0.377
H 3.818 -3.485 3.926  0.411
C -1.289 2.613 5.996  -0.344
H 1.951 0.674 -4.683  0.506
H 2.592 -1.496 3.107  0.206
C 0.552 -6.344 -2.009  -0.339
C -1.891 1.579 -2.970  -0.991
C 1.485 -3.770 0.785  0.231
C -1.036 -3.012 -0.462  0.256
C -1.518 3.176 3.682  -0.021
H -3.677 -1.437 -2.031  0.480
H 1.055 2.547 -1.880  0.286
C 2.788 2.520 2.244  -0.370
H 3.028 1.469 2.385  0.358
H 1.313 1.775 -5.916  0.318
C 2.044 -4.911 1.417  -0.912
H -1.836 3.866 2.886  0.308
C 0.160 4.558 0.698  1.399
C -0.266 5.837 0.304  -0.637
H -0.775 -9.418 -1.334  0.421
P -0.381 0.674 -2.407  2.521
C -1.597 5.962 -0.087  -0.847
C -1.965 3.583 0.109  -1.148
C 0.217 -7.709 -2.108  -0.553
H -0.516 3.750 -3.254  0.319
H -0.981 -3.436 1.659  0.475
As -0.024 1.832 1.473  0.596
N -1.541 2.137 -4.298  0.122
C 2.814 -4.806 2.582  -0.739
H -0.076 0.852 6.418  0.409
H 1.785 -0.477 1.208  -0.043
C -0.371 3.033 -4.140  -0.792
H -2.001 6.927 -0.283  0.491
H -2.241 0.481 -5.381  0.395
H 1.868 -1.257 -0.210  0.352
N 0.974 2.298 -3.942  0.035
C 1.087 1.249 -4.984  -1.008
H -1.468 2.890 7.071  0.357
P 0.567 -3.929 -0.819  0.070
C 1.495 4.306 1.310  0.530
C 3.692 3.493 2.617  -0.604
N -0.100 0.323 -5.153  0.135
Sc -0.848 -0.418 -0.174  -0.804

Properties
HOMO: -15.27 eV
Total charge: +3
HOMO-LUMO gap: 4.76 eV
ΔE to the lowest compared entry with this formula, charge and spin: 17.5 kcal per mole
Maximum force: 3.0 eV/Å
LUMO: -10.5 eV

***

Molecular formula: C42H41BeN4OP2S
Method: DFT, ωB97M-V/def2-TZVPD

Last column: natural (NBO) charge in e.
Positions of all 92 atoms, in Å:
H -1.092 -1.532 1.834  0.227
Be -0.252 0.937 -2.245  1.609
C -1.147 -0.858 4.470  -0.528
C -0.820 0.023 3.269  -0.433
H -3.720 0.113 -1.305  0.219
H 2.772 -4.112 -0.587  0.217
N 0.041 -0.479 -3.107  -0.464
C 4.210 -0.648 -2.808  -0.180
C -0.596 -1.943 -4.977  -0.684
H 0.546 -1.431 2.435  0.215
C 2.739 0.842 4.716  -0.213
C -2.402 3.937 1.063  -0.212
C 1.946 0.367 -2.686  0.590
C -1.616 -2.379 -0.392  -0.206
C -3.332 -0.888 -1.157  -0.206
C -2.078 -1.077 -0.574  -0.401
C 2.311 -2.115 0.036  -0.203
H -5.075 -1.811 -1.993  0.222
H -2.045 4.957 1.026  0.228
C -3.899 -0.833 4.432  -0.748
H 2.585 2.580 5.968  0.224
P 1.739 0.564 0.712  1.060
H -1.369 -0.247 5.346  0.227
H -1.712 0.573 2.968  0.205
H 7.222 0.708 -2.083  0.221
C 2.574 0.329 3.440  -0.200
N -1.785 1.129 -3.162  -0.628
C -2.120 1.602 0.503  -0.318
H -2.015 -4.468 -0.618  0.220
H -0.655 -2.553 0.069  0.224
C 5.581 -0.555 -2.640  -0.204
C -4.182 0.770 -4.484  -0.121
C -3.182 -0.186 -4.586  -0.222
H 5.148 -3.959 0.087  0.222
C 2.458 2.181 4.970  -0.187
C -1.675 2.924 0.456  -0.221
H -0.207 -1.496 -5.895  0.256
H 0.141 -2.654 -4.613  0.263
C -4.101 -1.974 -1.548  -0.214
H -4.234 -4.113 -1.657  0.227
P -1.017 0.367 -0.247  1.011
H -3.903 -0.434 5.446  0.220
C 4.972 -1.931 0.770  -0.219
C -4.038 2.321 1.771  -0.214
H -1.520 -2.466 -5.217  0.232
H -0.289 -1.482 4.731  0.226
H 2.798 -0.714 3.251  0.226
H -4.161 4.421 2.190  0.227
C -2.757 2.034 -3.056  0.078
H -4.725 2.664 -3.606  0.245
H -2.547 2.897 -2.437  0.226
N 0.119 -0.087 0.897  -1.067
H -4.824 -1.382 4.269  0.236
C -0.814 -0.885 -3.958  0.275
H -3.649 0.283 1.246  0.231
C 2.122 1.145 2.402  -0.404
H 1.834 4.054 4.131  0.222
H 3.086 0.200 5.515  0.224
O 1.221 1.431 -2.422  -0.914
C -3.588 3.635 1.717  -0.170
H 4.520 0.065 1.382  0.214
H -0.741 3.160 -0.048  0.222
C -1.996 0.014 -3.906  0.193
C 4.126 -0.851 0.958  -0.147
H -0.079 0.764 3.564  0.226
H 1.550 3.140 1.856  0.207
C 3.155 -3.201 -0.145  -0.200
C -3.630 -3.265 -1.361  -0.206
C 5.348 1.739 -1.946  -0.219
C 1.876 2.491 2.662  -0.130
N 1.384 -0.762 -3.089  -0.423
H 5.794 2.667 -1.612  0.221
C -2.386 -3.465 -0.780  -0.145
C -3.305 1.307 1.174  -0.222
C 2.034 3.007 3.941  -0.232
H 1.286 -2.177 -0.298  0.207
H 6.015 -1.849 1.049  0.222
C 6.150 0.637 -2.211  -0.182
C -3.971 1.896 -3.705  -0.240
C -0.306 -0.827 2.108  -0.254
H 3.755 -1.572 -3.138  0.236
H -5.119 0.635 -5.007  0.240
C 2.775 -0.939 0.612  -0.403
C 3.976 1.653 -2.113  -0.183
H -4.959 2.086 2.290  0.227
H -3.852 -0.010 3.719  0.201
C 3.405 0.458 -2.545  -0.084
H -3.325 -1.080 -5.176  0.242
C 4.487 -3.114 0.228  -0.205
H 6.208 -1.413 -2.843  0.221
H 3.335 2.499 -1.908  0.236
S -2.537 -1.991 4.207  0.192

Properties
HOMO: -10.44 eV
Total charge: +1
HOMO-LUMO gap: 7.03 eV
ΔE to the lowest compared entry with this formula, charge and spin: 0.0 kcal per mole
Maximum force: 0.5 eV/Å
LUMO: -3.4 eV